Formula: C3H10Si2
Source: the Open Molecules 2025 dataset
Level of theory: the ωB97M-V functional and the def2-TZVPD basis

Geometry (Å):
C: 1.181 -0.485 -0.805
C: 0.763 0.250 2.264
C: -1.646 1.000 -1.335
Si: 0.559 -1.064 0.886
Si: -0.781 -0.691 -1.028
H: 1.290 0.610 -0.968
H: 1.837 -1.181 -1.398
H: 0.177 0.513 3.157
H: 1.794 0.030 2.496
H: 0.860 1.194 1.607
H: -1.862 1.330 -2.382
H: -2.529 0.608 -0.903
H: -1.378 1.956 -0.826
H: -1.438 -1.712 -1.833
H: 1.173 -2.357 1.068

Summary:
Energy relative to the best compared isomer or geometry (same formula, charge and spin)   8.13 kcal/mol
Charge   0
Frontier orbital gap   0.32593 hartree
Molecular weight   102.285 g mol⁻¹
HOMO level   -7.89 eV